Record 1
Molecular formula: C12H36O16P4
Method: DFT, wB97M-V/def2-TZVPD

```
68
Properties=species:S:1:pos:R:3:forces:R:3:nbo_charge:R:1
C -4.9158 3.1231 0.5330 -0.5 0.4 -1.0 -0.25
O -4.0151 2.4302 1.3794 0.4 0.0 0.9 -0.82
P -3.6645 2.9287 2.8853 1.8 0.3 -0.1 2.52
O -4.7860 2.7665 3.8424 1.6 0.1 -0.8 -1.07
O -2.2047 2.1497 3.2293 -3.4 1.7 0.5 -0.81
C -1.0946 2.3190 2.3102 -4.9 6.5 0.9 -0.38
O -3.2296 4.5259 2.5881 -1.7 -3.1 -1.0 -0.81
C -2.5809 5.2198 3.5791 1.1 0.6 1.6 -0.25
H -4.4259 3.3292 -0.4186 0.7 0.9 0.4 0.18
H -5.3929 3.9803 1.0080 0.5 0.2 -0.1 0.20
H -5.7377 2.5707 0.0777 -0.2 -1.1 1.1 0.18
H -0.1510 2.6642 2.7329 -0.7 0.3 0.7 0.14
H -1.4588 2.9948 1.5364 0.4 0.9 -0.1 0.15
H -0.9190 1.3863 1.7742 -5.0 4.0 0.9 0.32
H -1.5162 5.2344 3.3463 0.1 0.5 -0.1 0.17
H -2.6293 4.7622 4.5672 -0.3 -0.3 0.1 0.18
H -3.0169 6.2102 3.7097 0.2 0.1 -0.3 0.18
C 2.3850 -3.1472 2.1284 0.2 -3.9 4.5 -0.24
O 1.8997 -4.2498 1.2660 0.8 0.4 -0.5 -0.83
P 2.6840 -5.6830 1.1795 -0.8 -0.1 -0.8 2.56
O 3.4082 -6.0473 2.3999 0.1 0.2 -0.9 -1.07
O 3.5835 -5.6135 -0.1921 -1.2 -0.5 3.0 -0.80
C 3.0531 -5.1403 -1.4028 2.0 -0.9 -1.9 -0.29
O 1.4453 -6.6699 0.8096 0.3 2.8 0.8 -0.81
C 1.4418 -7.9155 0.1991 0.7 -0.6 -1.8 -0.25
H 1.5389 -2.8611 2.7531 -0.1 -0.2 0.0 0.21
H 2.6774 -2.2033 1.6683 2.1 -2.0 7.1 0.20
H 3.1713 -3.5709 2.7531 -0.1 0.1 0.2 0.21
H 1.9780 -5.0696 -1.5675 0.2 0.6 0.6 0.21
H 3.4267 -5.8559 -2.1353 -0.6 -0.7 -0.2 0.19
H 3.7692 -4.3744 -1.7005 -1.1 1.3 0.1 0.20
H 2.4468 -8.3366 0.2259 -0.4 -0.9 0.9 0.19
H 1.3044 -7.8813 -0.8816 -0.1 0.9 -0.4 0.17
H 0.5423 -8.4713 0.4642 0.6 -0.3 1.0 0.21
C 2.4324 1.8732 3.1974 -0.7 -1.0 1.6 -0.28
O 1.8903 2.1629 1.8929 1.0 -0.7 -0.4 -0.79
P 1.1150 1.0004 1.1467 1.7 -0.3 -3.0 2.61
O -0.1917 0.6611 1.7005 7.7 -11.1 -3.1 -1.03
O 2.1137 -0.2460 1.2652 0.4 0.2 -0.7 -0.84
C 2.0409 -1.3832 0.3790 -0.4 1.7 -3.4 -0.27
O 1.0933 1.5503 -0.4172 1.3 -0.5 3.4 -0.81
C 0.0191 1.5214 -1.3200 -0.5 -0.9 0.3 -0.27
H 3.4673 2.0603 3.4837 0.1 1.3 -1.3 0.21
H 2.4692 0.8113 3.4403 -0.8 -0.3 -0.4 0.20
H 1.7511 2.3339 3.9127 0.3 0.1 0.1 0.20
H 2.5086 -2.2049 0.9213 -1.8 1.6 -7.9 0.19
H 2.6578 -1.2733 -0.5129 -0.3 0.8 -0.3 0.18
H 1.0362 -1.7184 0.1212 -0.2 0.4 0.1 0.19
H -0.5848 0.6140 -1.3217 1.0 -0.4 1.4 0.19
H 0.3558 1.5415 -2.3565 1.3 0.3 1.3 0.20
H -0.7563 2.2834 -1.2421 1.0 0.6 1.1 0.20
C -2.7753 0.7648 -2.4343 -0.8 -0.7 -1.3 -0.26
O -1.5136 1.2966 -2.7122 -1.0 2.5 -2.8 -0.85
P -1.1074 1.7252 -4.2055 -0.7 1.2 -2.8 2.56
O -1.9955 2.5977 -5.0616 1.1 -2.1 2.2 -1.06
O -0.9238 0.2182 -4.7700 1.0 -0.2 0.2 -0.82
C 0.0879 -0.6989 -4.1858 0.4 1.0 -0.4 -0.26
O 0.3717 2.3953 -4.1586 -1.3 -1.2 -0.1 -0.84
C 0.7378 3.6985 -3.6085 0.6 -1.4 0.2 -0.24
H -2.5875 -0.2881 -2.6448 -1.1 -0.3 0.5 0.19
H -3.4617 1.1923 -3.1652 -0.5 -0.3 0.2 0.21
H -3.1339 0.9879 -1.4295 0.5 -0.1 0.1 0.21
H -0.2146 -1.6941 -3.8602 -1.2 0.3 -0.1 0.20
H 0.5685 -0.2084 -3.3394 0.1 -0.1 -0.1 0.19
H 0.8267 -0.9038 -4.9607 0.0 0.4 0.0 0.20
H 1.1970 4.3280 -4.3707 -0.8 0.0 -0.2 0.21
H 1.5775 3.3734 -2.9942 -0.2 0.7 0.6 0.20
H -0.0880 4.1230 -3.0375 0.3 0.2 -0.2 0.20
```
Forces are in eV/Å.

Highest occupied orbital energy in hartree: -0.2610
E in eV: -82938.4539
2S+1: 1

---

Record 2
Molecular formula: C12H36O6
Method: DFT, wB97M-V/def2-TZVPD

```
54
Properties=species:S:1:pos:R:3:forces:R:3:nbo_charge:R:1
O -4.4761 2.6262 -0.0761 -0.1 0.2 0.1 -0.94
H -3.7741 1.9756 -0.0886 0.4 -0.2 0.0 0.48
H -5.2443 2.1565 -0.4008 -0.2 -0.1 -0.1 0.46
O -1.6490 0.0760 -0.1529 -0.3 0.2 -0.1 -0.95
H -0.7106 0.2467 -0.0719 0.3 0.2 0.0 0.48
H -1.7597 -0.8165 0.1748 -0.1 -0.2 0.1 0.47
C -1.9690 -0.6956 -7.5309 -0.2 0.2 -1.1 -0.63
C -0.8393 0.1315 -6.9599 -1.8 0.8 1.8 0.10
C -1.1736 0.4549 -5.4847 0.3 0.9 0.7 -0.64
O 0.3268 -0.5421 -6.9663 3.0 -2.0 0.1 -0.72
H -2.1367 -1.5942 -6.9372 -0.1 0.2 0.2 0.22
H -1.7560 -1.0527 -8.5385 0.3 0.0 -0.2 0.20
H -2.8675 -0.0917 -7.6583 -0.2 -0.1 0.4 0.21
H -0.6204 1.0871 -7.4365 -0.9 0.3 -0.4 0.15
H -1.8888 1.2770 -5.4570 -0.1 0.0 0.1 0.21
H -0.3087 0.7677 -4.8997 0.5 0.6 -0.6 0.22
H -1.5007 -0.2860 -4.7552 -0.6 -0.9 -0.9 0.22
H 0.7342 -0.5143 -7.8352 -0.1 -0.1 -0.1 0.47
C 4.7722 1.2023 -0.3891 0.2 1.1 0.3 -0.63
C 3.4584 1.9461 -0.7507 2.3 -0.7 -0.5 0.09
C 3.4787 2.5608 -2.1317 0.0 -0.1 -0.9 -0.64
O 2.4826 0.9449 -0.6870 -1.6 0.2 0.6 -0.72
H 4.7814 0.9015 0.6586 -0.4 -0.3 0.0 0.22
H 5.6426 1.8566 -0.4366 0.1 0.1 -0.5 0.20
H 4.9156 0.3245 -1.0191 0.0 0.1 -0.1 0.20
H 3.3282 2.7683 -0.0470 -0.7 -0.4 0.4 0.18
H 3.6511 1.8164 -2.9091 0.0 -0.5 0.1 0.20
H 4.2735 3.2791 -2.3328 -0.1 0.3 0.5 0.22
H 2.5011 2.9776 -2.3736 0.1 0.3 0.1 0.22
H 2.5948 0.3803 -1.4552 0.0 0.0 -0.1 0.46
C -1.6853 -5.2877 1.7884 -0.4 -0.6 0.6 -0.64
C -2.9239 -4.5979 2.4289 0.8 0.2 1.1 0.10
C -3.5604 -5.4647 3.5153 0.0 -0.4 -0.6 -0.62
O -2.4073 -3.4628 3.1354 0.7 0.7 -0.4 -0.74
H -0.7894 -4.6674 1.7611 -0.4 0.5 -0.5 0.23
H -1.9089 -5.7801 0.8420 0.1 0.4 -0.2 0.21
H -1.3480 -6.0964 2.4367 -0.2 -0.2 0.2 0.21
H -3.6583 -4.3003 1.6805 0.0 0.1 -0.1 0.16
H -2.7440 -5.8787 4.1071 -0.1 -0.3 -0.1 0.21
H -4.1610 -6.2276 3.0201 0.0 -0.4 0.4 0.20
H -4.1831 -4.9287 4.2316 -0.2 0.3 -0.4 0.21
H -3.0705 -2.7927 3.3165 -0.3 -0.2 -0.1 0.47
C 2.6642 3.4757 5.2514 0.7 -0.1 0.8 -0.63
C 1.3784 2.8828 5.8097 -1.1 -0.2 -2.6 0.10
C 0.4457 2.5464 4.6275 -0.3 0.7 -0.3 -0.64
O 1.6733 1.6713 6.4388 0.2 -0.3 1.4 -0.71
H 2.6244 4.3429 4.5923 -0.5 -0.2 -0.1 0.21
H 3.1856 2.6465 4.7732 0.1 0.2 -0.3 0.21
H 3.2902 3.7794 6.0905 0.1 0.0 0.1 0.21
H 0.8280 3.6008 6.4176 0.2 -0.3 0.7 0.17
H -0.5045 2.0505 4.8258 0.0 0.1 0.8 0.21
H 0.9088 1.8693 3.9097 0.5 0.2 -0.2 0.20
H 0.1928 3.4860 4.1364 0.0 -0.1 -0.4 0.21
H 1.4866 0.9689 5.8116 0.0 -0.1 0.1 0.47
```
Forces are in eV/Å.

Highest occupied orbital energy in hartree: -0.3760
Structure (SMILES): CC(C)O.CC(C)O.CC(C)O.CC(C)O.O.O
E in eV: -25311.0629
2S+1: 1

---

Which energy relative to the best compared isomer or geometry (same formula, charge and spin) belongs to each record? In order, 319.2 49.3 kcal per mole.